{
  "formula": "C4H12NO2",
  "method": "ωB97M-V with the def2-TZVPD basis set",
  "relative_energy_kj_mol": 86.9,
  "molar_mass_g_mol": 106.1,
  "fmax_ev_per_a": 3.257,
  "charge": 1,
  "energy_ev": -9921.329,
  "species": ["O", "C", "H", "H", "H", "H", "H", "H", "H", "N", "C", "C", "O", "H", "H", "C", "H", "H", "H"],
  "coordinates": [[-1.024, 1.618, 1.895], [-1.963, 1.932, 0.972], [-1.437, 1.080, 2.588], [1.797, -0.559, -1.493], [0.053, -0.539, -1.908], [1.576, -2.766, -0.253], [1.539, 1.347, -0.257], [1.134, -0.581, 0.996], [-0.105, 1.541, -0.559], [0.762, 1.147, -0.953], [0.788, -0.294, -1.161], [0.502, -2.424, 0.017], [-1.645, 2.452, -0.092], [0.261, -2.864, 0.970], [-0.552, -0.589, 0.379], [0.462, -0.920, 0.158], [-2.967, 1.544, 1.182], [0.976, 1.650, -1.751], [-0.157, -2.778, -0.731]],
  "atomic_forces_ev_per_a": [[-0.8, 0.2, -0.6], [1.1, -0.1, -1.5], [0.1, 0.2, 0.1], [-0.2, 0.0, -0.2], [-0.2, -0.2, -0.3], [-1.7, 0.5, 0.4], [-1.2, 0.1, -0.9], [-0.5, -0.2, -0.9], [-0.4, 0.1, 0.1], [1.6, 0.4, 2.8], [0.5, -0.4, 0.2], [2.6, -0.2, 0.5], [-0.4, -0.9, 1.9], [-0.1, -0.4, 0.2], [-0.1, -0.1, 0.4], [0.0, -0.3, 0.4], [-0.1, 0.4, 0.1], [0.5, 1.4, -2.2], [-0.7, -0.4, -0.7]],
  "nbo_charge": [-0.670, 0.656, 0.508, 0.225, 0.229, 0.217, 0.436, 0.216, 0.462, -0.665, -0.223, -0.605, -0.599, 0.234, 0.196, -0.414, 0.147, 0.429, 0.219]
}


{
  "formula": "C28H61FN8O2",
  "method": "ωB97M-V with the def2-TZVPD basis set",
  "relative_energy_kj_mol": 132.1,
  "molar_mass_g_mol": 560.8,
  "multiplicity": 2,
  "fmax_ev_per_a": 5.047,
  "charge": 5,
  "energy_ev": -48700.823,
  "species": ["H", "H", "C", "C", "H", "H", "H", "H", "C", "H", "H", "H", "H", "H", "C", "H", "H", "C", "C", "H", "O", "H", "N", "H", "C", "H", "H", "H", "C", "H", "H", "N", "N", "C", "C", "N", "H", "H", "H", "C", "H", "H", "H", "H", "C", "C", "C", "H", "H", "H", "N", "H", "H", "H", "H", "N", "H", "H", "H", "C", "N", "C", "C", "H", "H", "C", "C", "H", "C", "H", "H", "C", "H", "C", "H", "C", "H", "C", "H", "N", "H", "H", "H", "H", "C", "H", "C", "O", "H", "H", "H", "C", "H", "H", "F", "H", "H", "H", "C", "H"],
  "coordinates": [[-0.302, -2.778, 5.267], [5.496, -0.424, -1.022], [7.546, 0.613, 0.622], [-4.662, 3.693, 1.414], [-4.687, 2.979, -2.971], [-1.444, 5.414, -0.320], [1.718, 2.860, 0.563], [1.116, -4.093, -0.825], [0.796, 0.908, 4.000], [1.160, 1.702, -0.552], [1.688, 0.875, 4.626], [6.272, 1.463, 2.054], [2.847, -2.187, -1.200], [-0.555, 3.824, 0.080], [0.603, -2.309, -2.947], [-1.119, 0.327, -3.822], [-2.347, 0.924, -5.003], [4.819, 0.343, -0.676], [-1.868, 2.254, -1.564], [-1.124, -2.578, 3.745], [0.654, -0.860, -0.979], [-5.675, -1.748, -0.489], [-1.992, 3.643, -1.340], [0.368, 0.943, 2.163], [-1.017, 4.472, -0.665], [-2.924, -1.304, 2.008], [3.209, -1.887, -2.992], [0.527, -5.171, -2.018], [4.096, 1.934, 0.646], [-4.732, 3.517, 2.487], [1.326, -0.930, 1.725], [-2.886, 1.903, -2.417], [-5.253, 1.438, 0.384], [-5.335, -0.781, -0.148], [-3.058, 0.557, -2.995], [0.724, -1.687, 3.633], [7.692, 0.036, -0.291], [2.334, -5.086, -1.608], [0.824, -1.376, -3.466], [-3.785, 3.006, -2.379], [-0.247, -1.776, 1.962], [-6.680, 2.853, 1.050], [-4.708, 4.765, 1.226], [-2.840, -0.088, -2.143], [1.394, -4.559, -1.770], [-5.976, 0.474, -0.237], [-0.170, -2.863, 4.188], [-1.090, 1.585, -1.227], [3.135, 0.460, -2.155], [7.947, 1.608, 0.430], [-4.194, -0.604, 0.604], [-0.426, -2.678, -1.187], [-3.541, 5.099, -1.515], [0.307, -3.798, 3.893], [3.912, -3.259, -2.043], [1.716, -3.313, -2.682], [8.223, 0.029, 1.247], [-3.854, -2.525, 1.169], [-3.682, 3.469, 0.993], [1.992, 2.385, -0.379], [5.127, 0.968, 0.513], [-3.205, 4.092, -1.714], [3.635, 0.765, -1.248], [1.093, -4.406, -4.303], [3.949, 2.557, 1.516], [2.058, -3.962, -4.057], [-4.175, 0.758, 0.932], [-6.826, 0.745, -0.846], [-2.138, 0.225, -4.193], [2.790, -0.979, 3.688], [1.986, -1.657, 5.229], [-5.679, 2.813, 0.621], [-1.009, -1.284, -1.977], [3.053, -2.604, -2.186], [0.043, -0.422, -0.382], [2.176, -1.747, 4.159], [1.418, -2.711, 1.858], [-0.081, -1.805, -1.739], [2.821, -4.724, -3.894], [3.255, 1.687, -0.357], [2.006, 3.037, -1.252], [-0.165, -2.862, -3.488], [-4.104, 0.317, -3.182], [-0.059, -0.695, 5.158], [-3.261, -1.623, 1.021], [2.356, -3.274, -4.848], [0.105, -0.368, 4.131], [1.135, 1.260, 2.646], [5.836, -0.286, 1.947], [2.543, -2.764, 4.026], [-2.270, -0.744, -4.675], [6.225, 0.582, 1.414], [-5.648, 3.184, -0.403], [-0.946, -0.385, 3.842], [-0.899, 0.589, 0.866], [-2.417, -1.779, 0.349], [-3.501, 1.207, 1.646], [0.066, 1.604, 4.414], [0.833, -1.825, 2.105], [-0.396, 4.827, -1.488]],
  "atomic_forces_ev_per_a": [[0.5, 0.0, 0.0], [0.0, 0.1, -0.1], [0.7, -1.6, 0.9], [0.1, -1.1, -0.4], [0.0, 0.0, 0.0], [-0.3, -0.5, 0.6], [0.7, 0.2, -0.1], [0.2, -0.1, 0.3], [0.9, 0.8, -0.4], [0.3, -0.5, 0.0], [0.1, 0.5, -0.2], [0.1, -0.5, 0.7], [-0.2, 0.4, -0.3], [0.4, 0.7, 0.1], [-0.5, -0.3, 0.5], [0.2, 0.1, -0.4], [0.3, 0.2, 0.1], [1.0, -1.4, -0.4], [-0.9, 2.7, -2.0], [-0.1, -0.9, -0.1], [1.0, -0.9, -0.7], [0.0, -0.1, -0.2], [-0.1, -3.3, 1.2], [-0.7, 0.2, -1.3], [0.5, 0.2, -0.7], [0.3, -0.1, -0.2], [0.4, 0.2, 0.4], [0.4, 0.1, -0.9], [2.5, -3.6, -0.1], [0.2, 0.0, -0.1], [-0.2, -0.1, 0.0], [-0.2, 2.6, 2.5], [1.1, -4.0, 1.2], [1.8, -0.2, 1.5], [-0.1, -1.2, 0.3], [2.1, -0.4, -0.2], [-1.0, 0.0, -0.3], [-0.3, -0.1, -0.4], [1.2, -0.7, -0.7], [0.3, 0.1, -1.0], [0.3, -0.5, -1.7], [0.0, -0.3, -0.1], [-0.9, -0.1, -0.1], [0.4, -0.3, 0.0], [-0.1, 2.4, 0.9], [-0.2, 1.8, -0.8], [1.0, 2.0, -0.7], [0.2, 0.3, 0.2], [-0.1, 0.3, 0.3], [-0.3, 0.0, 0.4], [-2.5, 2.7, -1.7], [0.1, -0.1, 0.7], [0.0, 0.0, -0.3], [-0.5, 0.0, -0.1], [-0.4, -0.5, -0.6], [2.4, -0.9, -1.1], [0.5, 0.6, 0.3], [0.2, -0.1, -0.2], [0.4, -0.3, 0.4], [-1.2, 0.3, -1.0], [-4.0, 2.1, -2.2], [-0.7, -2.5, -1.7], [2.6, -0.9, 1.3], [0.4, -0.3, -0.5], [-0.1, 0.1, -0.3], [-0.9, -0.1, 0.7], [-0.6, -0.4, 0.0], [-0.4, -0.2, 0.2], [-0.3, 1.0, 0.4], [-0.2, -0.1, 0.2], [0.9, 0.5, 0.1], [0.7, 2.6, -0.4], [-0.2, -0.3, -0.9], [-1.9, -0.3, -0.1], [-0.5, 0.6, 1.0], [-1.9, -0.8, 0.9], [-0.6, -0.2, 0.0], [-1.1, 0.3, 1.7], [-0.1, 0.1, 0.0], [-2.0, 2.6, 1.7], [-0.1, 0.5, 0.3], [0.2, 0.0, -0.3], [-0.1, 0.7, -0.4], [0.5, 0.9, 0.6], [0.1, -0.6, 1.2], [0.0, 0.3, 0.4], [-1.5, -3.5, 0.6], [0.2, -0.5, 1.3], [0.9, -0.2, -0.1], [0.1, 0.2, -0.4], [-0.3, -0.2, 0.6], [0.0, 2.0, -1.2], [-0.7, 0.4, 0.0], [0.0, 0.3, -1.0], [-0.4, -0.3, -0.4], [-0.2, 0.3, -0.1], [0.4, -0.1, -0.1], [0.3, 0.4, 0.2], [-1.0, 1.0, 1.9], [0.9, -0.3, 0.4]],
  "mulliken_spin": [0.000, 0.000, 0.000, 0.005, 0.000, 0.000, 0.000, 0.000, 0.000, 0.000, 0.000, 0.000, 0.000, 0.000, 0.000, 0.000, 0.000, 0.000, 0.019, 0.000, 0.000, -0.013, 0.000, 0.000, 0.000, 0.000, 0.000, 0.000, 0.000, 0.000, 0.000, 0.000, -0.027, 0.327, -0.001, 0.000, 0.000, 0.000, 0.000, 0.007, 0.000, -0.003, 0.000, 0.002, 0.000, 0.369, 0.000, -0.010, 0.000, 0.000, -0.011, 0.000, 0.000, 0.000, 0.000, 0.000, 0.000, -0.004, -0.002, 0.001, 0.000, 0.009, 0.000, 0.000, 0.000, 0.000, 0.307, -0.013, 0.001, 0.000, 0.000, 0.003, 0.002, 0.000, -0.001, 0.000, 0.000, 0.001, 0.000, 0.000, 0.000, 0.000, 0.003, 0.000, 0.006, 0.000, 0.000, 0.000, 0.000, 0.000, 0.000, 0.000, -0.001, 0.000, 0.020, -0.003, 0.010, 0.000, 0.000, 0.000]
}


Question: Which formula does entry 1 have?
Answer: C4H12NO2


Question: Which value of charge does entry 1 give?
Answer: +1


Question: charge of number 1 (C4H12NO2)?
Answer: +1